{
  "formula": "C46H48As2CsN4S",
  "method": "ωB97M-V/def2-TZVPD",
  "lumo_ev": -1.7,
  "multiplicity": 1,
  "energy_ev": -187498.00688,
  "largest_force_ev_per_a": 0.39,
  "total_charge": 1,
  "symbols": ["Cs", "C", "N", "C", "C", "C", "C", "C", "C", "N", "C", "C", "C", "C", "C", "C", "N", "C", "C", "C", "C", "C", "N", "H", "H", "H", "H", "H", "H", "H", "H", "H", "H", "H", "H", "H", "H", "H", "H", "H", "H", "C", "C", "As", "C", "C", "C", "C", "C", "C", "C", "C", "C", "C", "C", "C", "As", "C", "C", "C", "C", "C", "C", "C", "C", "C", "C", "C", "C", "H", "H", "H", "H", "H", "H", "H", "H", "H", "H", "H", "H", "H", "H", "H", "H", "H", "H", "H", "H", "H", "H", "H", "H", "C", "S", "C", "H", "H", "H", "H", "H", "H"],
  "positions_angstrom": [[1.06107, -0.89123, -0.13831], [3.09971, -1.95955, -3.39403], [3.31593, -1.04747, -2.26763], [3.29597, 0.36420, -2.68434], [2.00630, 0.79070, -3.34642], [1.96873, 1.09763, -4.69999], [0.76890, 1.47999, -5.27848], [-0.36494, 1.54194, -4.48603], [-0.23632, 1.23376, -3.14099], [0.91679, 0.87961, -2.57827], [4.59121, -1.35745, -1.62712], [4.85360, -0.71326, -0.27797], [6.14262, -0.77226, 0.24871], [6.37682, -0.25986, 1.51195], [5.32682, 0.31174, 2.21663], [4.08679, 0.34955, 1.61059], [3.85197, -0.14967, 0.39075], [1.65316, -2.19313, -3.78039], [1.31093, -2.32466, -5.12107], [-0.00062, -2.61140, -5.46375], [-0.93967, -2.75534, -4.45722], [-0.51235, -2.62023, -3.14743], [0.75199, -2.35753, -2.81101], [3.51371, -2.93199, -3.11887], [3.65749, -1.63452, -4.28473], [4.12761, 0.57203, -3.37550], [3.44735, 0.97098, -1.79062], [2.87063, 1.03241, -5.29580], [0.72234, 1.72115, -6.33247], [-1.32312, 1.82953, -4.89641], [-1.09803, 1.27638, -2.48120], [5.44078, -1.09927, -2.28166], [4.63585, -2.43869, -1.47882], [6.94275, -1.22107, -0.32681], [7.36929, -0.30365, 1.94118], [5.47480, 0.72400, 3.20501], [3.23377, 0.79942, 2.11021], [2.06467, -2.18944, -5.88686], [-0.28411, -2.71327, -6.50364], [-1.97669, -2.96545, -4.68132], [-1.21861, -2.71168, -2.32799], [-2.92377, 1.30099, 0.83910], [-2.21412, 1.58960, 2.16374], [-0.26700, 1.83714, 1.93794], [0.10787, 2.51055, 3.72753], [-0.32362, 1.78528, 4.83651], [-0.01257, 2.20975, 6.12111], [0.74211, 3.36075, 6.30899], [1.18537, 4.08229, 5.20751], [0.87197, 3.65724, 3.92318], [-0.35313, 3.48901, 0.92234], [-1.10128, 4.58985, 1.33576], [-1.18346, 5.72207, 0.53806], [-0.52152, 5.76123, -0.68591], [0.22536, 4.66931, -1.10550], [0.31164, 3.53889, -0.30132], [-2.37821, -0.42619, 0.06742], [-3.06038, -1.57103, 1.48749], [-2.16408, -2.34727, 2.22336], [-2.61764, -3.12752, 3.28385], [-3.96362, -3.14294, 3.61258], [-4.86429, -2.38067, 2.87691], [-4.41266, -1.60094, 1.82353], [-3.78642, -0.64287, -1.25758], [-4.28527, 0.44680, -1.97165], [-5.21627, 0.26023, -2.98794], [-5.65576, -1.01839, -3.30224], [-5.16133, -2.11084, -2.59856], [-4.22890, -1.92369, -1.58932], [-2.69309, 2.08049, 0.10933], [-4.00550, 1.29638, 0.97991], [-2.36700, 0.76957, 2.86699], [-2.62399, 2.48816, 2.62343], [-0.91125, 0.88402, 4.70087], [-0.36176, 1.64450, 6.97570], [0.98197, 3.69483, 7.30979], [1.77209, 4.98090, 5.34836], [1.21100, 4.23098, 3.06788], [-1.61085, 4.56817, 2.29243], [-1.76300, 6.57412, 0.86893], [-0.58889, 6.64401, -1.30825], [0.74101, 4.69767, -2.05729], [0.89059, 2.68386, -0.63618], [-1.10476, -2.35481, 1.98006], [-1.91756, -3.72641, 3.85350], [-4.31050, -3.75442, 4.43520], [-5.91790, -2.39389, 3.12325], [-5.11773, -1.01348, 1.24586], [-3.95578, 1.45049, -1.72983], [-5.60441, 1.11541, -3.52631], [-6.38717, -1.16274, -4.08658], [-5.51043, -3.10832, -2.83418], [-3.85826, -2.77803, -1.03250], [1.57056, -2.82210, 4.02173], [1.80870, -3.29454, 2.29421], [0.96256, -4.89148, 2.29281], [2.04659, -3.54661, 4.67983], [0.50858, -2.74326, 4.25222], [2.04002, -1.84899, 4.15545], [-0.08833, -4.77148, 2.55209], [1.45152, -5.57114, 2.98819], [1.03805, -5.29344, 1.28434]],
  "atomic_forces_ev_per_a": [[-0.005, -0.354, 0.159], [-0.030, 0.062, 0.081], [0.066, 0.062, -0.071], [-0.021, -0.068, -0.002], [-0.062, 0.089, -0.096], [0.073, -0.001, -0.054], [-0.017, -0.004, 0.031], [0.024, 0.003, -0.066], [0.089, -0.012, 0.021], [0.029, 0.040, -0.071], [0.061, 0.105, 0.010], [0.017, 0.104, 0.095], [-0.024, 0.009, 0.025], [0.054, -0.056, -0.100], [0.015, 0.023, 0.026], [0.048, -0.066, -0.188], [0.178, 0.040, 0.069], [-0.183, -0.135, -0.093], [-0.011, 0.075, -0.059], [0.099, 0.007, -0.034], [-0.073, -0.018, 0.006], [0.163, 0.100, -0.055], [0.045, -0.003, 0.028], [-0.028, -0.017, 0.030], [0.005, 0.017, -0.020], [0.020, -0.036, -0.004], [-0.003, 0.017, -0.011], [-0.002, 0.000, 0.018], [-0.009, 0.003, 0.002], [-0.009, -0.015, 0.028], [0.003, 0.017, 0.005], [-0.008, -0.048, -0.038], [-0.010, -0.009, 0.023], [-0.001, 0.006, 0.018], [-0.008, 0.004, 0.004], [-0.036, 0.007, -0.007], [0.001, 0.014, 0.019], [-0.011, 0.001, 0.003], [0.001, 0.002, 0.015], [0.001, 0.006, 0.044], [-0.001, -0.037, 0.013], [0.045, 0.114, 0.165], [-0.100, -0.104, -0.185], [-0.141, 0.014, 0.197], [0.046, 0.026, 0.014], [0.013, 0.011, -0.040], [0.029, 0.045, -0.023], [-0.005, -0.002, -0.079], [-0.029, -0.059, 0.057], [-0.011, 0.006, -0.025], [0.056, 0.074, -0.152], [0.029, 0.027, -0.018], [0.045, -0.071, -0.032], [-0.005, -0.066, 0.048], [-0.041, 0.069, 0.023], [-0.056, -0.035, 0.069], [-0.319, 0.068, -0.004], [0.047, -0.132, 0.123], [-0.102, 0.019, 0.013], [0.049, 0.058, -0.057], [-0.017, 0.003, -0.038], [0.046, -0.001, 0.008], [0.015, 0.047, -0.051], [-0.109, 0.014, -0.159], [0.049, -0.096, 0.060], [0.035, -0.065, 0.062], [0.043, 0.019, 0.041], [-0.023, 0.059, -0.047], [0.048, 0.050, 0.080], [0.015, 0.023, -0.008], [-0.040, -0.053, -0.008], [-0.006, -0.036, 0.012], [0.024, 0.061, 0.021], [-0.008, -0.015, 0.035], [0.000, -0.001, -0.006], [0.001, 0.000, -0.004], [0.001, -0.002, -0.001], [0.014, 0.010, 0.036], [-0.008, 0.022, -0.003], [0.002, 0.002, -0.002], [0.003, 0.000, 0.003], [0.007, -0.008, 0.000], [-0.009, 0.030, -0.001], [-0.015, 0.035, -0.027], [-0.005, 0.000, 0.005], [-0.022, 0.013, -0.002], [0.001, -0.008, 0.011], [-0.028, -0.010, 0.025], [-0.025, 0.027, -0.027], [0.006, -0.001, 0.003], [0.006, -0.006, 0.004], [0.013, 0.003, 0.010], [-0.020, -0.028, -0.028], [-0.010, -0.040, -0.177], [-0.010, -0.138, 0.146], [0.096, 0.164, 0.010], [-0.005, 0.025, 0.029], [0.009, 0.017, 0.044], [-0.007, -0.006, 0.043], [-0.004, -0.037, 0.003], [-0.043, -0.039, -0.011], [-0.010, -0.032, 0.013]],
  "lowdin_charge": [0.764, -0.125, -0.208, -0.138, -0.284, -0.019, -0.044, -0.040, -0.135, 0.023, -0.144, -0.267, -0.012, -0.046, -0.050, -0.139, -0.023, -0.278, -0.021, -0.048, -0.049, -0.139, 0.031, 0.131, 0.131, 0.130, 0.115, 0.119, 0.115, 0.110, 0.094, 0.136, 0.133, 0.121, 0.115, 0.110, 0.100, 0.118, 0.114, 0.108, 0.094, -0.442, -0.439, 1.235, -0.413, -0.121, -0.083, -0.084, -0.079, -0.115, -0.421, -0.109, -0.070, -0.077, -0.079, -0.127, 1.193, -0.408, -0.120, -0.086, -0.074, -0.067, -0.101, -0.416, -0.115, -0.080, -0.083, -0.081, -0.129, 0.052, 0.076, 0.050, 0.072, 0.093, 0.105, 0.105, 0.106, 0.099, 0.107, 0.107, 0.106, 0.105, 0.068, 0.055, 0.094, 0.108, 0.109, 0.108, 0.091, 0.106, 0.105, 0.106, 0.102, -0.391, 0.642, -0.393, 0.042, 0.026, 0.031, 0.020, 0.042, 0.037]
}